No. 1
{
  "formula": "C23H48Br18ClNO3P2",
  "method": "the ωB97M-V functional and the def2-TZVPD basis",
  "smiles": "CCP(CC)N(C(=O)O)P(O)Cl.BrCCBr.BrCCBr.BrCCBr.BrCCBr.BrCCBr.BrCCBr.BrCCBr.BrCCBr.BrCCBr",
  "e_homo_ha": -0.2928,
  "total_energy_ev": -1324127.946,
  "multiplicity": 1,
  "max_force_ev_per_a": 4.20,
  "gap_ev": 8.28,
  "species": ["C", "C", "P", "C", "C", "N", "C", "O", "O", "P", "O", "Cl", "H", "H", "H", "H", "H", "H", "H", "H", "H", "H", "H", "H", "Br", "C", "C", "Br", "H", "H", "H", "H", "Br", "C", "C", "Br", "H", "H", "H", "H", "Br", "C", "C", "Br", "H", "H", "H", "H", "Br", "C", "C", "Br", "H", "H", "H", "H", "Br", "C", "C", "Br", "H", "H", "H", "H", "Br", "C", "C", "Br", "H", "H", "H", "H", "Br", "C", "C", "Br", "H", "H", "H", "H", "Br", "C", "C", "Br", "H", "H", "H", "H", "Br", "C", "C", "Br", "H", "H", "H", "H"],
  "xyz": [[1.3429, 1.8030, 1.7912], [0.7563, 1.9975, 0.2938], [-1.0082, 1.3787, 0.0566], [-1.1181, -0.4926, -0.1338], [-0.4882, -1.3546, 1.0652], [-2.1267, 2.0161, 1.2664], [-2.5415, 1.0153, 2.2622], [-3.4682, 0.2205, 2.0061], [-1.8843, 1.0390, 3.5167], [-3.6567, 2.5693, 0.5075], [-4.6164, 3.1326, 1.8378], [-3.3249, 4.2646, -0.7113], [2.4843, 1.7669, 1.7659], [1.0018, 2.6564, 2.4723], [0.9485, 0.8011, 2.1648], [0.7452, 3.1319, 0.0985], [1.4885, 1.5461, -0.4546], [-0.6085, -0.8356, -1.1055], [-2.2221, -0.7829, -0.2568], [-1.1132, -2.3150, 1.1868], [-0.5082, -0.8448, 2.0834], [0.5772, -1.7041, 0.8164], [-1.1037, 1.6251, 3.3664], [-3.9382, 3.4782, 2.4735], [-0.4976, -3.7798, 3.9527], [-2.1296, -4.7087, 3.4314], [-1.9369, -6.2038, 3.4496], [-0.9352, -6.8069, 1.8890], [-2.4172, -4.3224, 2.4537], [-2.8752, -4.4075, 4.1693], [-2.8978, -6.7156, 3.3855], [-1.3999, -6.5585, 4.3284], [-3.3388, -5.3820, 6.5138], [-4.3267, -6.8012, 7.4132], [-3.6512, -8.1378, 7.2334], [-3.9729, -8.8600, 5.4515], [-5.3439, -6.7761, 7.0239], [-4.3384, -6.5156, 8.4660], [-4.0710, -8.8756, 7.9186], [-2.5709, -8.0961, 7.3689], [0.9882, 2.1759, -3.7416], [1.2057, 0.4021, -4.5175], [0.6244, -0.6587, -3.6182], [1.8031, -1.0212, -2.1081], [2.2693, 0.2669, -4.7119], [0.6693, 0.4387, -5.4669], [0.5389, -1.6093, -4.1469], [-0.3483, -0.3885, -3.2069], [0.5583, 4.6651, -6.3043], [1.7843, 6.1507, -6.0105], [3.2082, 5.7490, -6.2999], [3.9412, 4.6709, -4.8504], [1.6324, 6.4892, -4.9860], [1.4572, 6.9314, -6.6988], [3.8521, 6.6281, -6.3564], [3.3162, 5.1671, -7.2147], [-7.4267, 3.1906, 0.0602], [-8.1619, 3.3370, 1.8576], [-9.4626, 2.5835, 1.9814], [-10.9316, 3.5645, 1.1570], [-8.2574, 4.4001, 2.0761], [-7.4027, 2.9030, 2.5104], [-9.7460, 2.4760, 3.0294], [-9.4361, 1.5996, 1.5141], [4.9541, -2.2642, 2.5270], [3.0264, -1.9881, 2.6026], [2.6369, -1.1709, 3.8088], [2.6813, -2.2427, 5.4360], [2.5627, -2.9743, 2.5825], [2.7794, -1.4560, 1.6825], [1.6044, -0.8282, 3.7232], [3.2871, -0.3127, 3.9761], [6.6506, 6.6545, -7.6901], [6.2937, 8.1288, -8.9134], [6.3043, 9.4530, -8.1918], [4.6611, 9.7183, -7.1770], [5.3449, 7.9128, -9.4033], [7.0963, 8.0866, -9.6511], [6.3347, 10.2786, -8.9042], [7.1312, 9.5542, -7.4897], [3.9178, 3.7377, -1.1166], [5.1448, 5.2216, -0.8175], [6.5701, 4.8197, -1.1030], [7.3060, 3.7436, 0.3460], [4.9895, 5.5611, 0.2060], [4.8202, 6.0017, -1.5079], [7.2133, 5.6990, -1.1586], [6.6782, 4.2375, -2.0177], [-0.0107, -9.2431, -0.8457], [-1.0348, -10.4256, 0.3158], [-0.4285, -11.8057, 0.3653], [-0.8380, -12.8180, -1.2493], [-2.0612, -10.4187, -0.0494], [-1.0008, -9.9553, 1.3001], [-0.8609, -12.3861, 1.1815], [0.6562, -11.7959, 0.4674]],
  "atomic_forces_ev_per_a": [[-0.1, -0.3, -0.6], [0.8, 0.8, 1.9], [-0.1, 0.7, -3.2], [0.1, -1.2, 1.1], [-0.4, -1.1, -0.2], [0.3, -0.8, 2.0], [-2.0, -1.6, 0.2], [3.1, 2.4, 1.4], [-0.3, 0.5, -3.0], [-2.5, -1.0, -0.6], [3.5, -0.1, -0.8], [0.6, -0.1, 1.1], [-1.5, 0.1, 0.2], [0.5, -1.2, -0.9], [0.7, 1.3, -0.2], [-0.2, -1.8, 0.0], [-1.4, 0.3, 0.8], [-0.7, 1.1, 1.5], [1.5, 0.8, 0.3], [1.0, 1.4, -0.1], [0.0, -0.6, -1.4], [-1.5, 0.7, 0.4], [-0.7, -0.4, 0.3], [-1.0, 0.0, -0.2], [0.0, 0.0, 0.0], [0.0, 0.2, 0.1], [-0.1, -0.1, -0.2], [0.0, 0.0, 0.1], [0.1, -0.1, 0.1], [0.1, -0.1, -0.3], [0.1, 0.1, 0.1], [-0.1, 0.1, -0.1], [-0.2, -0.1, 0.3], [0.1, 0.2, 0.2], [-0.2, -0.2, 0.0], [0.1, 0.0, 0.0], [0.2, -0.1, 0.0], [0.0, -0.1, -0.1], [0.0, 0.1, 0.0], [-0.2, 0.1, 0.0], [0.1, -0.3, 0.1], [-0.2, 0.3, 0.0], [0.1, -0.3, -0.1], [0.1, 0.0, -0.1], [-0.1, -0.1, 0.1], [0.0, -0.1, 0.1], [0.0, 0.1, 0.0], [0.1, 0.1, -0.1], [0.0, 0.2, 0.0], [-0.2, 0.0, -0.2], [0.2, 0.2, 0.2], [0.0, 0.0, -0.1], [0.1, -0.1, -0.1], [0.1, -0.1, 0.0], [-0.1, 0.0, 0.0], [-0.1, 0.1, 0.1], [-0.1, 0.1, 0.0], [0.3, -0.2, -0.1], [-0.2, 0.1, 0.2], [0.0, -0.1, 0.0], [-0.1, -0.2, 0.0], [-0.1, 0.0, -0.1], [0.1, 0.0, -0.1], [0.1, 0.2, 0.0], [-0.1, -0.1, 0.0], [0.2, 0.1, -0.2], [-0.2, -0.1, 0.1], [0.0, 0.1, 0.0], [0.0, 0.2, 0.1], [0.0, 0.0, 0.1], [0.1, -0.1, 0.0], [0.0, -0.2, -0.1], [-0.1, 0.0, 0.0], [0.3, -0.2, 0.0], [-0.2, 0.2, -0.1], [0.1, 0.0, 0.0], [0.1, 0.1, 0.1], [-0.1, 0.1, 0.1], [0.0, -0.1, 0.0], [-0.1, -0.1, -0.1], [0.0, 0.0, 0.1], [-0.2, 0.0, -0.2], [0.2, 0.1, 0.2], [0.0, 0.0, -0.1], [0.1, -0.1, -0.1], [0.1, -0.1, 0.0], [-0.1, 0.0, 0.0], [-0.1, 0.1, 0.1], [-0.1, -0.1, 0.0], [0.2, 0.2, 0.1], [-0.2, -0.2, 0.0], [0.1, 0.0, 0.0], [0.2, -0.1, 0.0], [0.0, -0.1, -0.1], [0.0, 0.1, -0.1], [-0.2, 0.1, 0.0]],
  "mulliken_charge": [-0.355, -0.069, -0.059, -0.072, -0.363, 0.027, 0.409, -0.567, -0.430, 0.423, -0.430, -0.252, 0.301, 0.263, -0.301, 0.283, 0.002, -0.133, 0.433, 0.061, 0.045, 0.076, 0.346, 0.316, -0.078, -0.630, -0.498, -0.158, 0.381, 0.241, 0.302, 0.413, -0.097, -0.545, -0.591, -0.141, 0.378, 0.321, 0.354, 0.371, -0.092, -0.654, -0.626, -0.140, 0.410, 0.367, 0.455, 0.360, -0.164, -0.588, -0.220, -0.080, 0.384, 0.362, -0.068, 0.375, -0.138, -0.562, -0.563, -0.148, 0.393, 0.266, 0.349, 0.373, -0.135, -0.252, -0.421, -0.147, 0.355, 0.099, 0.016, 0.477, -0.139, -0.590, -0.546, -0.143, 0.367, 0.345, 0.334, 0.365, -0.061, -0.671, -0.524, -0.148, 0.401, 0.332, 0.366, 0.317, -0.143, -0.497, -0.602, -0.139, 0.383, 0.256, 0.347, 0.374]
}


No. 2
{
  "formula": "C23H48Br21OS",
  "method": "the ωB97M-V functional and the def2-TZVPD basis",
  "total_charge": 1,
  "e_homo_ha": -0.4159,
  "total_energy_ev": -1508397.020,
  "multiplicity": 1,
  "max_force_ev_per_a": 4.43,
  "gap_ev": 7.68,
  "species": ["O", "S", "C", "C", "C", "Br", "H", "H", "H", "H", "H", "H", "H", "H", "Br", "C", "C", "Br", "H", "H", "H", "H", "Br", "C", "C", "Br", "H", "H", "H", "H", "Br", "C", "C", "Br", "H", "H", "H", "H", "Br", "C", "C", "Br", "H", "H", "H", "H", "Br", "C", "C", "Br", "H", "H", "H", "H", "Br", "C", "C", "Br", "H", "H", "H", "H", "Br", "C", "C", "Br", "H", "H", "H", "H", "Br", "C", "C", "Br", "H", "H", "H", "H", "Br", "C", "C", "Br", "H", "H", "H", "H", "Br", "C", "C", "Br", "H", "H", "H", "H"],
  "xyz": [[4.0265, 0.9734, 0.2683], [2.6412, 0.0825, 0.6476], [1.1962, 1.2747, 0.7573], [0.1312, 1.0231, -0.3962], [-1.2995, 0.8377, 0.2405], [-1.9430, 2.4085, 1.2632], [3.7377, 1.7711, -0.2367], [2.4119, -0.8110, -0.3998], [0.7011, 1.0070, 1.7339], [1.6030, 2.3191, 0.7802], [0.0837, 1.8429, -1.1557], [0.4168, 0.0700, -0.9122], [-2.0092, 0.6374, -0.6022], [-1.2426, -0.0908, 0.8828], [-4.8590, -0.4340, 3.4705], [-5.2989, 1.2484, 2.5948], [-6.3309, 2.0200, 3.3763], [-8.1137, 1.2761, 3.1238], [-5.6179, 1.0062, 1.5829], [-4.3582, 1.7975, 2.5528], [-6.3976, 3.0461, 3.0149], [-6.1396, 2.0283, 4.4471], [4.8281, -1.0315, -0.3565], [5.2478, -2.6173, -1.4169], [5.8993, -2.2277, -2.7134], [4.5595, -1.5392, -3.9452], [4.3174, -3.1664, -1.5513], [5.9267, -3.2102, -0.8031], [6.3343, -3.0974, -3.2039], [6.6629, -1.4599, -2.6047], [-4.4459, -1.6320, -0.1608], [-3.0109, -2.8889, -0.5455], [-2.6946, -3.7283, 0.6624], [-1.6514, -2.7177, 1.9663], [-2.1620, -2.3065, -0.8989], [-3.3836, -3.5088, -1.3597], [-2.0663, -4.5753, 0.3886], [-3.5808, -4.0917, 1.1776], [-0.9806, 3.5525, -3.0253], [-2.5672, 4.6635, -2.8123], [-3.4833, 4.1084, -1.7514], [-4.4844, 2.5717, -2.4090], [-3.0358, 4.7371, -3.7911], [-2.1920, 5.6438, -2.5194], [-4.2389, 4.8434, -1.4749], [-2.9552, 3.7823, -0.8574], [-5.3240, -5.6943, -1.4402], [-6.8947, -4.5416, -1.3545], [-7.8997, -5.0578, -0.3575], [-8.8910, -6.5753, -1.0710], [-7.2903, -4.4701, -2.3652], [-6.5155, -3.5671, -1.0474], [-8.6531, -4.2995, -0.1461], [-7.4479, -5.3852, 0.5763], [-1.7517, 0.7900, 8.1019], [-3.4544, -0.1083, 7.7990], [-3.2664, -1.5909, 7.6060], [-2.5893, -1.9901, 5.8235], [-3.9223, 0.3782, 6.9457], [-4.0435, 0.0901, 8.6940], [-4.2224, -2.1100, 7.6702], [-2.5706, -2.0321, 8.3160], [9.6976, 0.5732, 2.3952], [7.9940, -0.3346, 2.1391], [8.1837, -1.8188, 1.9576], [8.8238, -2.2378, 0.1650], [7.5052, 0.1414, 1.2915], [7.4236, -0.1297, 3.0452], [7.2311, -2.3409, 2.0487], [8.8969, -2.2495, 2.6567], [4.0027, 3.9494, 1.6889], [3.6780, 4.2588, 3.5835], [2.7713, 3.1959, 4.1423], [0.9260, 3.5178, 3.6055], [3.2725, 5.2635, 3.6784], [4.6593, 4.2225, 4.0557], [2.7657, 3.2235, 5.2316], [3.0306, 2.1922, 3.8115], [2.4409, 1.4608, -4.9839], [3.4681, 3.1135, -5.0886], [4.5548, 3.1549, -4.0448], [3.8162, 3.5824, -2.2901], [2.7606, 3.9353, -5.0004], [3.8966, 3.1147, -6.0904], [5.2617, 3.9570, -4.2557], [5.0966, 2.2164, -3.9476], [-1.1669, -3.5134, -7.5933], [-0.1502, -1.8556, -7.7000], [0.9381, -1.8125, -6.6588], [0.2140, -1.4084, -4.8942], [-0.8633, -1.0393, -7.6086], [0.2784, -1.8483, -8.7018], [1.6399, -1.0052, -6.8696], [1.4846, -2.7488, -6.5700]],
  "atomic_forces_ev_per_a": [[-3.8, 1.6, 0.9], [0.1, 1.2, 1.0], [-0.7, -0.1, -0.8], [-0.2, 0.3, 0.6], [0.8, -1.3, -1.0], [0.6, -0.9, -0.5], [0.4, -0.1, -0.1], [-0.1, 1.4, 0.1], [0.9, 0.4, -0.8], [-0.3, -1.0, 0.2], [0.4, -0.7, 0.7], [-0.6, 0.7, 0.2], [0.4, 0.4, 0.9], [-0.5, 1.3, -0.3], [0.0, 0.1, 0.0], [0.2, -0.1, 0.2], [-0.3, 0.1, -0.2], [0.1, 0.0, 0.1], [-0.1, 0.1, 0.1], [-0.2, 0.0, 0.0], [0.1, -0.1, 0.0], [0.1, -0.1, -0.1], [2.6, -3.1, -1.8], [0.2, -0.5, 0.6], [-0.1, 0.0, -0.3], [0.0, 0.2, 0.0], [0.1, 0.0, -0.1], [0.0, 0.0, -0.1], [0.0, 0.0, 0.1], [-0.1, -0.1, 0.1], [0.1, 0.1, -0.1], [-0.2, 0.0, -0.2], [0.3, -0.1, 0.0], [0.0, 0.0, 0.1], [0.0, -0.1, 0.1], [0.0, 0.0, 0.1], [0.0, 0.1, 0.0], [0.0, 0.1, -0.1], [0.0, 0.0, -0.2], [0.1, 0.1, 0.2], [-0.3, 0.0, -0.1], [0.1, 0.0, 0.1], [0.0, -0.1, 0.1], [0.0, -0.1, 0.0], [0.1, 0.0, -0.1], [0.0, 0.1, -0.2], [0.0, 0.0, -0.1], [0.2, 0.2, 0.1], [-0.3, -0.1, -0.1], [0.1, 0.0, 0.1], [0.0, -0.1, 0.1], [0.0, -0.1, 0.0], [0.1, 0.0, 0.0], [0.0, 0.1, -0.1], [-0.1, 0.0, -0.1], [0.1, 0.1, 0.2], [-0.1, -0.1, -0.2], [0.1, -0.1, 0.1], [0.1, -0.1, 0.0], [0.0, -0.1, 0.0], [0.0, 0.1, 0.0], [0.0, 0.1, 0.0], [-0.1, 0.0, -0.1], [0.2, 0.2, 0.3], [-0.2, -0.1, -0.2], [0.0, 0.0, 0.0], [0.0, -0.1, 0.0], [0.0, -0.1, 0.0], [0.0, 0.1, 0.0], [0.0, 0.1, -0.1], [0.0, 0.2, -0.1], [0.2, -0.1, 0.0], [-0.3, 0.2, 0.2], [0.0, -0.1, 0.0], [0.0, -0.1, 0.0], [-0.1, -0.1, 0.0], [0.0, 0.0, -0.1], [0.1, 0.1, 0.0], [-0.1, 0.2, 0.1], [0.0, -0.3, -0.2], [0.1, 0.1, -0.1], [-0.1, -0.1, 0.2], [0.1, -0.1, 0.0], [0.1, 0.0, 0.1], [-0.1, 0.0, 0.0], [-0.1, 0.0, 0.0], [0.0, 0.1, 0.0], [-0.1, -0.3, -0.2], [0.1, 0.2, 0.0], [0.0, -0.1, 0.1], [0.1, 0.0, 0.1], [0.1, 0.0, 0.1], [-0.1, 0.0, 0.0], [-0.1, 0.0, 0.0]],
  "mulliken_charge": [-0.229, 0.302, -0.419, 0.188, -0.587, -0.222, 0.112, 0.158, 0.390, 0.285, -0.332, 0.310, 0.427, 0.143, -0.039, -0.191, -0.574, -0.152, 0.369, -0.124, 0.388, 0.347, 0.126, -0.701, -0.539, -0.113, 0.454, 0.326, 0.384, 0.339, -0.127, -0.570, -0.525, -0.187, 0.352, 0.301, 0.400, 0.361, -0.058, -0.603, -0.206, -0.114, 0.387, 0.353, 0.382, -0.066, -0.157, -0.213, -0.614, -0.139, 0.414, -0.004, 0.362, 0.359, -0.131, -0.430, -0.599, -0.120, 0.218, 0.348, 0.324, 0.389, -0.123, -0.492, -0.539, -0.138, 0.225, 0.346, 0.297, 0.431, -0.093, -0.559, -0.594, -0.105, 0.376, 0.354, 0.391, 0.295, -0.080, -0.640, -0.587, -0.104, 0.386, 0.361, 0.365, 0.344, -0.138, -0.613, -0.527, -0.118, 0.363, 0.378, 0.239, 0.388]
}